No. 1
Formula: C10H20O20S5
Source: OMol25
Level of theory: ωB97M-V with the def2-TZVPD basis set

The geometry in XYZ format:
```
55
Properties=species:S:1:pos:R:3:forces:R:3
C 0.5240 2.2470 -6.6937 -0.4 0.3 -1.8
C 1.6626 1.2969 -7.0327 -0.1 -1.3 1.3
O 1.3116 0.0781 -6.3171 -1.1 -0.6 1.1
S -0.0880 0.1191 -5.4112 1.0 -1.1 -1.0
O 0.1626 -0.4016 -4.0530 -0.1 2.2 -2.6
O -1.1298 -0.5656 -6.1385 1.0 1.2 0.7
O -0.2327 1.7539 -5.6160 0.0 -1.6 2.4
H -0.1886 2.2324 -7.5184 0.2 0.4 -0.3
H 0.8762 3.2642 -6.5222 -0.2 -0.1 0.4
H 2.6378 1.5709 -6.6302 -0.1 0.3 -0.1
H 1.7400 1.0204 -8.0842 -0.1 0.3 0.1
C -4.9908 1.2599 0.6874 1.7 0.6 1.1
C -5.1545 -0.2179 0.7826 -0.4 -0.3 3.2
O -5.8650 -0.5307 -0.3190 -1.3 -1.8 -3.1
S -7.0047 0.5338 -0.6074 -1.6 -0.4 -0.7
O -8.1388 0.3239 0.3058 2.7 0.9 -1.7
O -7.2200 0.5497 -2.0432 0.4 0.4 2.6
O -6.0103 1.7488 -0.1195 -1.8 0.1 -1.4
H -3.9790 1.3003 0.2840 -0.1 1.4 -0.7
H -5.0476 1.8372 1.6103 0.3 -0.4 0.2
H -5.7990 -0.4667 1.6257 0.4 -0.3 0.6
H -4.2020 -0.7472 0.8070 -0.3 0.0 0.0
C 4.6435 2.9092 3.6357 -1.7 0.8 -0.5
C 3.0910 2.7217 3.3513 0.2 -1.1 1.9
O 2.3526 3.7391 4.0196 2.1 0.3 -0.3
S 3.4406 4.9103 4.6231 1.5 0.1 1.4
O 3.6852 4.6210 6.0259 -0.7 -0.4 -2.6
O 3.2173 6.2363 4.1981 -0.4 -1.2 -0.3
O 4.7361 4.2845 3.7359 -0.6 1.3 0.3
H 5.2424 2.4645 2.8409 0.3 0.4 0.2
H 4.8739 2.5646 4.6438 -0.1 -0.9 0.3
H 2.7538 1.7388 3.6804 -0.6 0.1 0.1
H 2.9664 2.6992 2.2686 -0.2 0.6 -0.6
C -1.4848 -1.2715 0.2292 -0.2 -0.2 -1.5
C -0.3889 -1.0893 -0.8969 -0.8 0.8 0.8
O 0.6347 -0.3810 -0.1815 1.4 1.4 1.0
S -0.0184 0.7293 0.8278 -0.1 -0.5 -0.1
O -0.5740 1.8918 0.1754 0.6 -1.6 0.3
O 0.8892 1.0335 1.9463 -1.4 -1.3 -1.9
O -1.1999 -0.3047 1.2222 0.7 1.9 1.1
H -1.5829 -2.2086 0.7771 0.5 -0.2 -0.4
H -2.4441 -1.0417 -0.2345 -0.1 0.0 0.1
H -0.6604 -0.3791 -1.6780 -0.7 -0.4 -0.1
H -0.0366 -1.9987 -1.3837 0.3 0.1 0.6
C 3.0308 -4.3250 2.5020 -0.6 2.8 -1.5
C 2.5933 -4.8616 1.1430 1.4 -1.2 0.7
O 1.1867 -4.7694 1.1342 -1.0 -0.6 1.4
S 0.5365 -5.0148 2.6674 0.3 0.0 -2.1
O -0.0415 -6.3464 2.7707 1.8 2.4 0.3
O -0.3362 -3.8682 2.8524 1.7 -1.4 0.4
O 2.0905 -4.8982 3.3815 -2.3 -0.8 0.5
H 2.8942 -3.2443 2.4650 -0.3 0.4 0.4
H 4.0776 -4.4099 2.7938 -0.3 -1.1 0.2
H 3.0109 -5.8594 1.2776 -0.8 -0.9 -0.9
H 2.9565 -4.4785 0.1893 0.1 0.5 0.5
```
Positions in Å, forces in eV/Å.

- Spin multiplicity: 2
- Energy above the lowest of the compared OMol25 structures with the same formula, charge and spin: 2.62 kJ/mol
- Net charge: +1
- Frontier orbital gap (spin up / spin down): 0.3040 / 0.0632 Ha
- HOMO energy (spin up / spin down): -0.460 / -0.460 hartree

---

No. 2
Formula: C10H20P2
Source: OMol25
Level of theory: ωB97M-V with the def2-TZVPD basis set

The geometry in XYZ format:
```
32
Properties=species:S:1:pos:R:3:forces:R:3
C 3.0186 1.0713 -1.1425 -0.9 2.0 2.3
C 2.7928 0.1439 0.0171 -0.5 -0.2 1.0
C 3.2977 -1.2172 -0.4415 -2.6 -0.2 0.0
C 3.5074 0.6469 1.2610 0.7 0.5 -0.2
C 1.3135 0.0217 0.3929 -1.3 2.7 0.2
P -0.0177 -0.4745 -0.6850 0.0 -0.8 0.4
P -0.4407 1.6101 -0.5048 1.7 0.3 0.1
C -1.2754 0.3319 0.4566 -0.8 -0.5 -0.8
C -2.8225 -0.0176 0.0961 3.2 -1.0 -0.2
C -3.7027 1.0578 0.6058 -1.8 1.1 -2.2
C -3.0489 -1.3879 0.6642 -0.1 -0.1 1.2
C -2.8662 -0.1768 -1.4315 2.8 3.4 -0.5
H 4.0217 1.0487 -1.4146 1.7 -0.1 -1.0
H 2.7383 2.1172 -0.9203 0.3 -0.3 0.3
H 2.3110 0.8181 -1.8336 -1.2 -0.9 -2.7
H 4.2491 -1.1326 -0.8308 2.0 0.3 -1.4
H 3.4538 -1.8443 0.4089 -0.6 -0.9 0.5
H 2.5499 -1.6046 -1.2074 1.2 0.0 1.0
H 4.5927 0.5063 1.2772 0.0 -0.1 -0.4
H 3.1374 0.1840 2.1487 -0.3 -0.4 0.7
H 3.3481 1.7197 1.3385 -0.1 0.1 0.2
H 0.9478 0.5541 1.3252 1.0 -1.1 -0.8
H -0.9085 0.3806 1.4857 -0.9 -0.5 0.1
H -4.0928 0.9341 1.5968 0.0 -0.1 0.6
H -4.5835 1.0639 -0.1484 1.0 0.4 1.5
H -3.1806 2.0254 0.5080 -0.5 -0.2 0.2
H -2.3599 -2.0950 0.1689 -0.3 0.1 0.7
H -2.9963 -1.3730 1.7782 0.5 -0.2 -0.7
H -4.0614 -1.6651 0.4734 -0.9 -0.5 -0.4
H -3.7800 -0.1471 -1.9519 -1.5 -0.5 -0.1
H -2.2054 -0.9663 -1.7727 -0.4 -0.4 -0.1
H -2.3200 0.7964 -1.8695 -1.2 -1.9 0.7
```
Positions in Å, forces in eV/Å.

- SMILES: CC(C)(C)C=P1=P[C@H]1C(C)(C)C
- Energy above the lowest of the compared OMol25 structures with the same formula, charge and spin: 105.04 kJ/mol
- Net charge: 0
- Frontier orbital gap (spin up / spin down): 0.2738 / 0.2737 Ha
- HOMO energy (spin up / spin down): -0.278 / -0.278 hartree

---

What is the energy above the lowest of the compared OMol25 structures with the same formula, charge and spin in the first record?
2.62 kJ/mol